DFT (ωB97M-V with the def2-TZVPD basis set) results for a cluster of 3 separate species, C26H41BO4 in total at a distorted geometry.

Results
Gap between HOMO and LUMO: 0.3319 Eh
E: -1340.784862 Ha
Largest force on an atom: 4.8 eV/A
E_LUMO: 0.43 eV
Highest occupied orbital energy: -8.60 eV
Charge: 0

Positions of all 72 atoms, in Å:
O: -1.6087 -0.8470 -2.8770
O: 4.7264 -0.0726 3.8703
O: -5.5359 -1.2674 -4.8060
O: -0.0550 -0.4980 -1.0955
C: -5.5348 0.9734 -5.6904
C: -3.9317 0.9180 -1.0067
C: 4.3774 0.9155 0.4450
C: 3.6579 0.7161 4.3800
C: 5.1876 -0.4808 0.4281
C: -2.7036 2.0116 1.1198
C: -3.9895 2.2145 3.5089
C: 4.1743 1.6858 5.4244
C: -1.7385 -2.4357 -1.0090
C: -1.1280 -1.1384 -1.7607
C: -5.2048 0.6581 -0.1218
C: -0.9744 -3.7781 -1.3088
C: -5.2363 1.0605 1.3853
C: -1.3831 -5.1179 -0.6442
C: -3.9835 1.7482 1.9809
C: -6.0476 0.0444 -4.6078
C: 6.7810 -0.2806 0.6434
C: 7.6000 -1.6660 0.4924
C: -2.6599 1.6056 -0.3770
C: 3.9598 1.4362 -1.0274
C: 2.4850 0.8152 -1.3445
C: -1.4398 1.8579 -1.3739
C: -2.5893 -5.0642 0.3492
C: 1.2779 1.7387 -0.7957
C: -3.3837 -3.7423 0.6509
C: -2.9403 -2.3981 -0.0422
B: -0.1307 0.9398 -1.1179
H: 2.9008 0.0498 4.8057
H: 6.9219 -2.5935 0.5873
H: -4.1670 1.3174 4.1921
H: -4.8137 2.9831 3.7183
H: 1.3673 1.7106 0.3624
H: -3.4912 -1.4331 0.1995
H: 6.9515 0.1096 1.7188
H: 3.2096 1.2577 3.5442
H: -6.1722 0.8371 2.0112
H: -1.1457 2.9721 -1.2552
H: 7.2122 0.4588 -0.1154
H: -2.9401 2.6237 3.7483
H: -1.7882 2.5368 1.5602
H: -4.4415 1.0131 -5.6801
H: 3.8588 2.5763 -1.0909
H: -6.1321 0.1468 -0.5703
H: 8.1816 -1.7366 -0.4942
H: 3.4892 0.7978 1.1580
H: 8.3668 -1.7069 1.3418
H: -5.9245 1.9852 -5.5539
H: 4.9503 -1.0935 -0.5140
H: -5.7442 0.3945 -3.6156
H: -5.8312 0.6113 -6.6782
H: 4.8226 -1.1101 1.3198
H: 4.6438 1.1479 6.2533
H: -0.0831 -3.7598 -2.0360
H: -2.9280 -6.0114 0.9058
H: -7.1380 -0.0095 -4.6353
H: 2.3189 0.6501 -2.4732
H: -3.9823 0.5991 -2.1009
H: 5.0684 1.7330 0.8903
H: -0.7883 -6.0641 -0.8588
H: 2.4984 -0.2390 -0.8662
H: 3.3633 2.3021 5.8201
H: -4.2583 -3.7285 1.3990
H: 5.1126 -0.5555 4.6130
H: -4.5709 -1.2132 -4.7716
H: 4.9379 2.3401 4.9958
H: -1.7989 1.7547 -2.4620
H: 4.6516 0.9927 -1.8309
H: 1.2840 2.8011 -1.2145